{
  "formula": "C7H12",
  "method": "ωB97M-V with the def2-TZVPD basis set",
  "energy_ha": -273.87426,
  "smiles": "C=C(C)/C(C)=C/C",
  "lumo_ev": 1.030,
  "relative_energy_ev": 0.933,
  "orbital_gap_ev": 9.5547,
  "species": ["C", "C", "C", "C", "C", "C", "C", "H", "H", "H", "H", "H", "H", "H", "H", "H", "H", "H", "H"],
  "coordinates": [[-1.466, -1.205, 1.283], [-0.544, -1.031, 0.339], [0.154, -2.217, -0.280], [-0.090, 0.308, -0.116], [-1.176, 1.289, -0.456], [1.208, 0.632, -0.087], [1.791, 1.966, -0.440], [-1.871, -0.312, 1.753], [-1.824, -2.183, 1.545], [1.240, -2.180, -0.159], [-0.104, -3.147, 0.211], [-0.175, -2.290, -1.319], [-1.884, 1.386, 0.358], [-0.796, 2.288, -0.636], [-1.745, 0.991, -1.345], [1.853, -0.174, 0.245], [1.727, 2.663, 0.399], [2.856, 1.900, -0.662], [1.291, 2.407, -1.304]]
}